Entry 1:
{
  "formula": "C6H10N2O3",
  "method": "ωB97M-V/def2-TZVPD",
  "species": ["C", "N", "C", "O", "C", "N", "C", "C", "O", "O", "C", "H", "H", "H", "H", "H", "H", "H", "H", "H", "H"],
  "xyz": [[0.935452, 2.281246, 0.408644], [1.683081, 1.290041, 0.346617], [1.265879, 0.032989, -0.040680], [2.376694, -0.756230, -0.381319], [0.387015, -0.851945, 1.087527], [-0.599253, -1.622727, 0.327552], [-0.988743, -0.663536, -0.743282], [-1.943655, 0.373564, -0.090827], [-1.984074, 1.549059, -0.230458], [-2.858396, -0.285528, 0.732377], [0.270894, -0.017565, -1.305832], [1.217447, 3.215053, 0.820289], [-0.103973, 2.068617, 0.327725], [3.221494, -0.462336, 0.040376], [0.860477, -1.563208, 1.814385], [-0.235196, -0.142470, 1.620636], [-0.148539, -2.290349, -0.315876], [-1.642510, -1.128242, -1.327131], [-2.515636, -1.218448, 0.639262], [0.725863, -0.783990, -1.969522], [0.075687, 0.976007, -1.760453]],
  "atomic_forces_ev_per_a": [[-1.51, -0.95, 0.98], [2.68, 0.79, 0.63], [-1.71, -2.78, -0.06], [1.28, -0.30, -0.24], [0.22, 0.27, -0.57], [0.40, 0.26, -2.18], [1.36, 3.26, 3.62], [-1.19, -1.63, 1.34], [-0.01, 0.73, -0.41], [1.54, -0.26, -1.46], [0.49, -0.84, 0.73], [0.79, 0.90, -0.01], [-1.04, 0.77, -0.58], [-1.39, 0.10, -0.26], [0.32, 1.12, -0.84], [0.15, 0.31, 0.56], [0.25, -0.40, 1.23], [-2.21, -2.19, -3.41], [-0.64, 0.68, 0.84], [-0.15, 0.97, -0.05], [0.36, -0.79, 0.15]],
  "lowdin_charge": [0.016, 0.058, -0.497, -0.034, -0.063, -0.031, -0.258, -0.464, 0.118, 0.070, -0.007, 0.074, 0.049, 0.121, 0.136, 0.106, 0.131, 0.110, 0.105, 0.128, 0.132],
  "homo_ev": -9.65,
  "homo_lumo_gap_ev": 10.4,
  "smiles": "C=N[C@@]1(O)CN[C@@H](C(=O)O)C1",
  "max_force_ev_per_a": 5.06
}

Entry 2:
{
  "formula": "C26H58O20S3",
  "method": "ωB97M-V/def2-TZVPD",
  "species": ["C", "C", "O", "S", "C", "O", "O", "H", "H", "H", "H", "H", "H", "H", "H", "C", "C", "O", "S", "C", "O", "O", "H", "H", "H", "H", "H", "H", "H", "H", "C", "C", "O", "S", "C", "O", "O", "H", "H", "H", "H", "H", "H", "H", "H", "C", "O", "C", "O", "O", "C", "H", "H", "H", "H", "H", "H", "C", "O", "C", "O", "O", "C", "H", "H", "H", "H", "H", "H", "C", "O", "C", "O", "O", "C", "H", "H", "H", "H", "H", "H", "C", "C", "C", "O", "C", "H", "H", "H", "H", "H", "H", "H", "H", "C", "C", "C", "O", "C", "H", "H", "H", "H", "H", "H", "H", "H"],
  "xyz": [[3.951829, 1.950069, -3.232887], [3.328279, 0.770705, -3.904251], [4.300527, -0.280038, -4.152026], [4.185943, -1.476190, -3.128983], [2.662097, -2.224380, -3.610917], [5.253048, -2.364101, -3.402588], [4.006751, -0.925545, -1.833797], [4.768451, 2.440636, -3.749223], [4.278022, 1.699418, -2.222669], [3.134014, 2.666276, -3.063952], [2.508929, 0.378740, -3.310339], [2.957730, 1.058423, -4.886455], [1.855112, -1.642699, -3.197040], [2.755169, -3.163138, -3.057169], [2.754770, -2.437684, -4.666426], [0.029242, -4.070910, 2.304519], [1.198415, -4.772984, 1.693398], [1.179963, -4.541110, 0.281824], [2.111493, -5.453292, -0.596454], [3.700204, -4.816231, -0.208424], [1.999197, -6.764876, -0.109687], [1.758708, -5.135021, -1.928411], [0.099018, -3.006156, 2.081812], [0.057334, -4.205582, 3.386180], [-0.921810, -4.448942, 1.938462], [2.144805, -4.393693, 2.110082], [1.243387, -5.841540, 1.920510], [4.436820, -5.566722, -0.481421], [3.751010, -4.648536, 0.859827], [3.839138, -3.919659, -0.804859], [4.379593, 3.180250, 0.311396], [4.882292, 2.150271, 1.312373], [3.984908, 2.104884, 2.443186], [4.585564, 1.494718, 3.769363], [4.037854, -0.177161, 3.697073], [5.993181, 1.491632, 3.664646], [3.946723, 2.161656, 4.841937], [4.538965, 4.158115, 0.785834], [3.294313, 3.150501, 0.193231], [4.969631, 3.156098, -0.596184], [4.955979, 1.157203, 0.859370], [5.846517, 2.479694, 1.684113], [4.705296, -0.670667, 2.992945], [2.987496, -0.245846, 3.495032], [4.256662, -0.583115, 4.686867], [-2.633727, 1.263270, -2.092846], [-3.936238, 0.985682, -1.615188], [-4.455091, 1.697148, -0.651768], [-3.926343, 2.602144, -0.045692], [-5.705505, 1.320146, -0.488324], [-6.484690, 2.013837, 0.466452], [-2.602976, 1.066719, -3.155810], [-1.908033, 0.674090, -1.532934], [-2.340943, 2.295103, -1.884686], [-7.531170, 2.132948, 0.233742], [-6.046870, 2.998997, 0.643445], [-6.301099, 1.497530, 1.405618], [-2.901385, 1.782969, 3.350041], [-3.179045, 0.587227, 2.615247], [-4.433232, 0.161187, 2.692856], [-5.300829, 0.610112, 3.367246], [-4.525152, -0.870573, 1.845726], [-5.818449, -1.378392, 1.567297], [-3.713028, 2.493634, 3.240375], [-1.991810, 2.202384, 2.929524], [-2.692473, 1.538301, 4.390993], [-6.226520, -1.735872, 2.522715], [-5.744802, -2.277733, 0.975890], [-6.505424, -0.639742, 1.176564], [2.735983, 6.348757, -0.964146], [1.373099, 6.136349, -1.235420], [0.603798, 5.497359, -0.342058], [0.925302, 5.100181, 0.731987], [-0.588407, 5.379388, -0.905673], [-1.595475, 4.713667, -0.155440], [3.037256, 7.238694, -1.510441], [3.304451, 5.513529, -1.383033], [3.018661, 6.468354, 0.076501], [-1.672704, 5.134179, 0.847453], [-1.428071, 3.642459, -0.047528], [-2.534189, 4.845404, -0.679674], [-3.184686, -2.059605, -1.111022], [-2.969222, -3.383453, -0.343352], [-4.235598, -4.188544, -0.659949], [-4.797442, -3.608499, -1.836476], [-4.572807, -2.194953, -1.748755], [-2.476747, -1.912290, -1.929654], [-3.140772, -1.148213, -0.517152], [-2.854168, -3.217174, 0.731914], [-2.075887, -3.900537, -0.692834], [-4.972928, -4.142215, 0.152406], [-3.989102, -5.229230, -0.858451], [-5.390097, -1.731205, -1.189411], [-4.597899, -1.838537, -2.777251], [0.247908, -1.035458, -0.296525], [-0.460107, -0.425362, 0.912236], [-0.072734, 1.051604, 0.826926], [0.198944, 1.297824, -0.553248], [0.919568, 0.152580, -1.017838], [-0.484339, -1.418865, -1.017597], [0.861186, -1.920075, -0.120739], [-0.128198, -0.878311, 1.845347], [-1.535439, -0.610525, 0.927307], [0.817055, 1.300262, 1.422530], [-0.835914, 1.755702, 1.165556], [1.983591, 0.258232, -0.776126], [0.778399, 0.113944, -2.096665]],
  "atomic_forces_ev_per_a": [[-0.60, 0.51, 1.20], [0.35, 0.30, -0.72], [0.05, 0.01, -0.01], [-0.56, 0.18, -0.98], [1.40, -0.79, 0.88], [0.57, -0.34, -0.17], [0.02, 0.24, 1.39], [0.01, -0.14, -0.36], [0.16, -0.22, -0.12], [0.25, 0.11, -0.22], [-0.04, 0.10, -0.01], [-0.08, -0.17, -0.07], [-0.44, 0.06, -0.46], [-0.54, -0.13, -0.15], [-0.58, 0.17, -0.22], [-0.09, 0.24, 0.21], [0.71, -0.36, 0.77], [-0.28, 0.39, 0.11], [0.01, 1.04, 0.03], [0.17, -0.17, -0.40], [0.11, -1.92, 0.50], [0.02, 0.24, -0.95], [-0.15, -0.01, 0.06], [-0.02, 0.04, 0.01], [-0.01, -0.06, -0.11], [-0.24, 0.28, -0.13], [-0.44, 0.02, -0.31], [0.01, -0.03, -0.09], [0.10, 0.17, 0.07], [0.13, 0.19, 0.22], [-0.25, 0.74, 1.48], [0.10, 0.24, -0.81], [-0.11, 0.10, -0.24], [-1.07, -0.05, -0.05], [0.95, -0.07, 0.56], [1.49, -0.11, 0.11], [-0.47, 0.20, 0.49], [0.08, -0.04, -0.23], [0.12, -0.42, -0.52], [-0.19, -0.17, -0.25], [0.00, -0.01, 0.15], [0.16, -0.28, -0.14], [-0.38, -0.13, -0.24], [-0.41, -0.01, -0.29], [-0.09, 0.01, -0.03], [0.89, 0.65, 0.82], [-0.31, -0.88, -0.87], [0.17, 1.43, 0.46], [0.31, -0.26, 0.00], [-1.12, -0.76, -0.91], [1.35, 0.83, 1.59], [-0.12, -0.17, -0.09], [-0.05, -0.24, -0.24], [-0.27, 0.03, -0.18], [-0.09, -0.54, -0.56], [-0.17, 0.07, -0.28], [-0.71, 0.00, 0.22], [0.42, 0.04, 0.10], [0.27, 0.25, 0.04], [0.82, -0.71, -0.88], [-0.99, 0.42, 0.64], [0.38, 0.04, -0.75], [-0.71, -0.68, 1.93], [-0.08, 0.01, 0.15], [-0.04, -0.05, -0.14], [-0.30, 0.06, 0.06], [-0.22, 0.22, -0.12], [0.35, 0.23, -0.55], [0.13, 0.10, -0.37], [0.99, -0.24, -0.36], [-0.57, 0.22, 0.07], [0.05, 0.18, -0.96], [0.42, -0.28, 0.93], [-0.33, -0.03, -0.36], [-0.33, -0.19, 0.63], [-0.15, 0.10, 0.00], [0.03, -0.02, 0.14], [-0.46, -0.07, 0.26], [0.01, 0.09, -0.04], [0.33, 0.04, -0.20], [0.03, 0.14, -0.13], [-0.29, 0.45, -0.33], [-0.04, 0.47, 0.08], [0.02, 0.14, -0.23], [0.17, -0.14, 0.25], [0.00, -0.77, -0.32], [0.16, -0.28, 0.15], [0.05, -0.22, 0.31], [-0.04, 0.03, -0.10], [-0.02, 0.01, -0.03], [0.13, -0.05, 0.04], [-0.25, -0.08, -0.09], [0.18, 0.14, 0.09], [-0.07, 0.22, 0.08], [-0.53, -0.43, -1.34], [0.21, -0.22, 0.56], [-0.04, 0.42, 0.09], [0.05, -0.10, 0.08], [-0.10, 0.13, 0.76], [-0.18, 0.03, 0.28], [0.39, 0.36, 0.31], [0.27, 0.14, 0.12], [0.02, 0.31, -0.34], [0.10, -0.29, -0.06], [-0.14, -0.18, -0.29], [-0.03, -0.06, -0.06], [0.09, -0.01, -0.06]],
  "lowdin_charge": [-0.065, -0.258, -0.237, 0.527, -0.089, -0.249, -0.284, 0.087, 0.055, 0.093, 0.070, 0.130, 0.054, 0.049, 0.087, -0.048, -0.279, -0.254, 0.525, -0.094, -0.250, -0.257, 0.058, 0.090, 0.079, 0.114, 0.121, 0.085, 0.060, 0.062, -0.066, -0.250, -0.245, 0.530, -0.118, -0.269, -0.254, 0.084, 0.078, 0.071, 0.123, 0.108, 0.072, 0.060, 0.077, -0.006, 0.013, -0.618, 0.112, 0.012, -0.024, 0.104, 0.075, 0.092, 0.101, 0.099, 0.070, -0.015, -0.008, -0.638, 0.147, -0.006, -0.029, 0.100, 0.080, 0.102, 0.107, 0.071, 0.087, -0.056, 0.002, -0.619, 0.143, 0.015, -0.043, 0.093, 0.085, 0.094, 0.103, 0.066, 0.090, -0.165, -0.138, -0.199, -0.137, -0.186, 0.103, 0.076, 0.100, 0.106, 0.104, 0.119, 0.104, 0.122, -0.133, -0.143, -0.177, -0.158, -0.188, 0.090, 0.099, 0.095, 0.088, 0.124, 0.095, 0.109, 0.103],
  "homo_ev": -9.75,
  "homo_lumo_gap_ev": 9.9,
  "smiles": "CCOS(C)(=O)=O.CCOS(C)(=O)=O.CCOS(C)(=O)=O.COC(=O)OC.COC(=O)OC.COC(=O)OC.C1CCOC1.C1CCOC1",
  "max_force_ev_per_a": 2.24
}

Entry 3:
{
  "formula": "Cl2H2OSi",
  "method": "ωB97M-V/def2-TZVPD",
  "species": ["O", "Si", "Cl", "Cl", "H", "H"],
  "xyz": [[-0.064520, -0.983271, 0.241174], [-0.059645, 0.590205, 0.142304], [0.117035, -2.494505, -1.597137], [-0.136558, 1.101505, 2.117485], [-1.150149, 1.000391, -0.748704], [1.293836, 0.785676, -0.155121]],
  "atomic_forces_ev_per_a": [[-0.38, -6.23, -1.19], [-0.28, 1.93, -0.52], [-0.27, 2.47, 2.40], [-0.47, 0.07, 0.03], [0.03, 0.56, 0.15], [1.36, 1.20, -0.87]],
  "lowdin_charge": [-0.489, -0.002, 0.264, 0.322, -0.036, -0.060],
  "homo_ev": [-11.38, -11.35],
  "homo_lumo_gap_ev": [6.8, 6.8],
  "max_force_ev_per_a": 6.35
}